Entry 1
This record from the Open Molecules 2025 dataset describes a 10-piece molecular cluster, C20H60O10 overall. The level of theory is the ωB97M-V functional and the def2-TZVPD basis.

Summary:
SMILES   CCO.CCO.CCO.CCO.CCO.CCO.CCO.CCO.CCO.CCO
Multiplicity   1
Lowest unoccupied orbital energy   0.0153 hartree
Molar mass   460.69 g/mol
HOMO-LUMO gap   10.1 eV

Bonds (Å) are listed after each position.
Element x y z (Å)
1 C -2.41 -1.49 3.90  C2 1.515, H4 1.097, H5 1.089, H6 1.085
2 C -3.74 -1.84 3.27  C1 1.515, O3 1.428, H7 1.099, H8 1.102
3 O -4.32 -0.66 2.72  C2 1.428, H9 0.962
4 H -1.97 -2.44 4.22  C1 1.097
5 H -2.54 -0.90 4.81  C1 1.089
6 H -1.72 -1.00 3.22  C1 1.085
7 H -4.39 -2.31 4.02  C2 1.099
8 H -3.60 -2.60 2.49  C2 1.102
9 H -5.26 -0.80 2.57  O3 0.962
10 C 5.22 -2.58 1.21  C11 1.522, H13 1.089, H14 1.095, H15 1.090
11 C 4.31 -2.07 0.11  C10 1.522, O12 1.413, H16 1.099, H17 1.089
12 O 3.32 -1.17 0.57  C11 1.413, H18 0.980
13 H 5.78 -3.48 0.93  C10 1.089
14 H 4.62 -2.85 2.08  C10 1.095
15 H 5.93 -1.81 1.50  C10 1.090
16 H 3.82 -2.92 -0.40  C11 1.099
17 H 4.90 -1.56 -0.65  C11 1.089
18 H 2.85 -1.62 1.29  O12 0.980
19 C -2.34 3.32 -3.07  C20 1.522, H22 1.096, H23 1.092, H24 1.092
20 C -2.53 3.50 -1.57  C19 1.522, O21 1.421, H25 1.090, H26 1.103
21 O -3.64 4.35 -1.31  C20 1.421, H27 0.961
22 H -3.27 3.01 -3.56  C19 1.096
23 H -1.62 2.52 -3.25  C19 1.092
24 H -2.03 4.24 -3.58  C19 1.092
25 H -1.61 3.84 -1.11  C20 1.090
26 H -2.69 2.49 -1.16  C20 1.103
27 H -4.27 4.19 -2.01  O21 0.961
28 C 3.53 3.94 0.93  C29 1.511, H31 1.090, H32 1.091, H33 1.092
29 C 3.00 2.58 0.55  C28 1.511, O30 1.424, H34 1.098, H35 1.100
30 O 3.73 1.60 1.28  C29 1.424, H36 0.975
31 H 4.56 4.08 0.61  C28 1.090
32 H 3.49 4.06 2.01  C28 1.091
33 H 2.90 4.72 0.48  C28 1.092
34 H 3.09 2.38 -0.52  C29 1.098
35 H 1.93 2.52 0.82  C29 1.100
36 H 3.47 0.70 1.00  O30 0.975
37 C -1.14 -2.96 -3.83  C38 1.518, H40 1.091, H41 1.097, H42 1.089
38 C -1.23 -1.48 -4.17  C37 1.518, O39 1.424, H43 1.096, H44 1.097
39 O -2.01 -0.78 -3.20  C38 1.424, H45 0.971
40 H -0.79 -3.09 -2.81  C37 1.091
41 H -0.42 -3.44 -4.50  C37 1.097
42 H -2.10 -3.47 -3.94  C37 1.089
43 H -1.70 -1.34 -5.15  C38 1.096
44 H -0.23 -1.05 -4.24  C38 1.097
45 H -1.44 -0.09 -2.81  O39 0.971
46 C -0.62 -0.09 -0.14  C47 1.500, H49 1.086, H50 1.099, H51 1.093
47 C 0.46 -0.04 -1.18  C46 1.500, O48 1.421, H52 1.100, H53 1.091
48 O 0.08 0.90 -2.18  C47 1.421, H54 0.977
49 H -1.56 -0.45 -0.55  C46 1.086
50 H -0.76 0.92 0.27  C46 1.099
51 H -0.29 -0.66 0.73  C46 1.093
52 H 0.58 -1.03 -1.64  C47 1.100
53 H 1.42 0.23 -0.73  C47 1.091
54 H 0.88 1.11 -2.70  O48 0.977
55 C -5.36 -0.12 -1.18  C56 1.515, H58 1.090, H59 1.093, H60 1.091
56 C -5.80 1.08 -0.38  C55 1.515, O57 1.442, H61 1.095, H62 1.099
57 O -7.24 1.19 -0.38  C56 1.442, H63 0.960
58 H -5.50 -1.05 -0.63  C55 1.090
59 H -4.29 -0.06 -1.39  C55 1.093
60 H -5.88 -0.17 -2.14  C55 1.091
61 H -5.35 1.99 -0.80  C56 1.095
62 H -5.49 0.91 0.65  C56 1.099
63 H -7.49 1.94 0.17  O57 0.960
64 C 3.62 -0.70 -3.14  C65 1.511, H67 1.090, H68 1.093, H69 1.088
65 C 3.42 0.38 -4.17  C64 1.511, O66 1.438, H70 1.094, H71 1.094
66 O 2.44 1.32 -3.70  C65 1.438, H72 0.960
67 H 2.67 -1.19 -2.93  C64 1.090
68 H 3.95 -0.23 -2.21  C64 1.093
69 H 4.38 -1.42 -3.43  C64 1.088
70 H 3.10 -0.03 -5.13  C65 1.094
71 H 4.37 0.91 -4.35  C65 1.094
72 H 2.78 2.21 -3.84  O66 0.960
73 C 1.46 1.68 3.88  C74 1.513, H76 1.092, H77 1.089, H78 1.089
74 C 0.16 2.13 3.24  C73 1.513, O75 1.430, H79 1.095, H80 1.099
75 O -0.72 2.66 4.24  C74 1.430, H81 0.964
76 H 2.05 2.55 4.15  C73 1.092
77 H 2.04 1.11 3.15  C73 1.089
78 H 1.27 1.10 4.78  C73 1.089
79 H -0.30 1.29 2.72  C74 1.095
80 H 0.37 2.89 2.48  C74 1.099
81 H -1.62 2.59 3.90  O75 0.964
82 C 1.39 -4.46 2.57  C83 1.512, H85 1.091, H86 1.094, H87 1.092
83 C 0.80 -3.07 2.69  C82 1.512, O84 1.438, H88 1.093, H89 1.086
84 O 1.82 -2.07 2.81  C83 1.438, H90 0.962
85 H 0.62 -5.23 2.47  C82 1.091
86 H 1.97 -4.71 3.45  C82 1.094
87 H 2.06 -4.52 1.71  C82 1.092
88 H 0.19 -3.03 3.60  C83 1.093
89 H 0.21 -2.80 1.82  C83 1.086
90 H 2.30 -2.19 3.64  O84 0.962

=====

Entry 2
This record from the Open Molecules 2025 dataset describes a 10-piece molecular cluster, C20H60O10 overall. The level of theory is the ωB97M-V functional and the def2-TZVPD basis.

Summary:
SMILES   CC(C)O.CC(C)O.CC(C)O.CC(C)O.CC(C)O.CC(C)O.CCO.O.O.O
Multiplicity   1
Lowest unoccupied orbital energy   0.0165 hartree
Molar mass   460.69 g/mol
HOMO-LUMO gap   10.0 eV

Bonds (Å) are listed after each position.
Element x y z (Å)
1 C 2.99 -2.73 -2.83  C2 1.535, H4 1.093, H5 1.090, H6 1.086
2 C 2.68 -4.19 -2.48  C1 1.535, O3 1.420, H7 1.091, H8 1.092
3 O 1.41 -4.22 -1.83  C2 1.420, H9 0.988
4 H 4.00 -2.63 -3.24  C1 1.093
5 H 2.94 -2.17 -1.89  C1 1.090
6 H 2.27 -2.41 -3.58  C1 1.086
7 H 3.42 -4.69 -1.86  C2 1.091
8 H 2.64 -4.75 -3.42  C2 1.092
9 H 1.57 -4.15 -0.86  O3 0.988
10 O -1.93 5.03 1.25  H11 0.964, H12 0.964
11 H -1.49 5.10 2.11  O10 0.964
12 H -2.77 5.49 1.36  O10 0.964
13 O -3.27 1.48 -3.74  H14 0.962, H15 0.966
14 H -3.53 0.79 -4.36  O13 0.962
15 H -2.36 1.27 -3.49  O13 0.966
16 O -1.43 5.62 -1.91  H17 0.964, H18 0.964
17 H -0.89 5.75 -2.70  O16 0.964
18 H -1.02 4.88 -1.45  O16 0.964
19 C 4.40 -0.47 3.36  C20 1.515, H23 1.092, H24 1.094, H25 1.087
20 C 3.25 -0.72 2.40  C19 1.515, C21 1.536, O22 1.454, H26 1.092
21 C 3.05 0.38 1.36  C20 1.536, H27 1.091, H28 1.093, H29 1.089
22 O 3.52 -1.99 1.74  C20 1.454, H30 0.966
23 H 4.26 0.44 3.94  C19 1.092
24 H 5.30 -0.34 2.77  C19 1.094
25 H 4.47 -1.33 4.03  C19 1.087
26 H 2.33 -0.96 2.94  C20 1.092
27 H 2.01 0.71 1.27  C21 1.091
28 H 3.19 0.03 0.33  C21 1.093
29 H 3.74 1.19 1.61  C21 1.089
30 H 4.36 -1.89 1.27  O22 0.966
31 C -1.01 2.96 2.15  C32 1.509, H35 1.091, H36 1.090, H37 1.093
32 C -1.30 1.61 2.75  C31 1.509, C33 1.551, O34 1.447, H38 1.094
33 C -0.03 0.84 3.20  C32 1.551, H39 1.091, H40 1.092, H41 1.090
34 O -2.07 1.87 3.94  C32 1.447, H42 0.960
35 H -0.38 2.96 1.27  C31 1.091
36 H -0.53 3.64 2.86  C31 1.090
37 H -1.99 3.36 1.87  C31 1.093
38 H -1.94 0.99 2.11  C32 1.094
39 H -0.21 0.32 4.14  C33 1.091
40 H 0.72 1.61 3.42  C33 1.092
41 H 0.37 0.08 2.53  C33 1.090
42 H -2.32 1.03 4.32  O34 0.960
43 C 0.64 -4.10 3.15  C44 1.520, H47 1.092, H48 1.088, H49 1.089
44 C 0.41 -4.02 1.65  C43 1.520, C45 1.522, O46 1.444, H50 1.093
45 C -0.35 -2.77 1.22  C44 1.522, H51 1.090, H52 1.096, H53 1.091
46 O 1.63 -4.09 0.88  C44 1.444, H54 0.973
47 H 1.14 -5.06 3.30  C43 1.092
48 H -0.32 -4.17 3.65  C43 1.088
49 H 1.28 -3.28 3.46  C43 1.089
50 H -0.13 -4.90 1.31  C44 1.093
51 H 0.24 -1.88 1.42  C45 1.090
52 H -1.34 -2.81 1.69  C45 1.096
53 H -0.63 -2.79 0.16  C45 1.091
54 H 2.13 -3.28 1.10  O46 0.973
55 C 2.87 3.20 -1.24  C56 1.511, H59 1.095, H60 1.104, H61 1.086
56 C 2.98 2.50 -2.58  C55 1.511, C57 1.517, O58 1.432, H62 1.095
57 C 3.90 1.30 -2.61  C56 1.517, H63 1.103, H64 1.087, H65 1.090
58 O 1.68 2.14 -3.06  C56 1.432, H66 0.973
59 H 3.80 3.65 -0.86  C55 1.095
60 H 2.73 2.47 -0.43  C55 1.104
61 H 2.02 3.87 -1.15  C55 1.086
62 H 3.35 3.20 -3.34  C56 1.095
63 H 4.92 1.66 -2.41  C57 1.103
64 H 4.01 0.84 -3.59  C57 1.087
65 H 3.69 0.58 -1.82  C57 1.090
66 H 1.25 1.50 -2.47  O58 0.973
67 C -6.79 -1.79 -2.05  C68 1.525, H71 1.091, H72 1.097, H73 1.088
68 C -5.68 -0.74 -2.05  C67 1.525, C69 1.517, O70 1.422, H74 1.094
69 C -5.50 -0.18 -0.65  C68 1.517, H75 1.099, H76 1.096, H77 1.085
70 O -4.38 -1.25 -2.34  C68 1.422, H78 0.956
71 H -7.75 -1.29 -1.93  C67 1.091
72 H -6.69 -2.40 -1.15  C67 1.097
73 H -6.79 -2.50 -2.87  C67 1.088
74 H -5.91 0.07 -2.75  C68 1.094
75 H -5.20 -1.00 0.02  C69 1.099
76 H -6.44 0.10 -0.16  C69 1.096
77 H -4.73 0.57 -0.51  C69 1.085
78 H -4.08 -1.15 -3.24  O70 0.956
79 C -0.59 2.01 -0.16  C80 1.519, H83 1.095, H84 1.089, H85 1.093
80 C -0.52 0.50 -0.08  C79 1.519, C81 1.516, O82 1.448, H86 1.094
81 C -1.83 -0.18 -0.41  C80 1.516, H87 1.091, H88 1.092, H89 1.093
82 O 0.47 0.17 -1.09  C80 1.448, H90 0.966
83 H -0.90 2.21 -1.20  C79 1.095
84 H 0.37 2.46 0.06  C79 1.089
85 H -1.29 2.60 0.44  C79 1.093
86 H -0.11 0.16 0.87  C80 1.094
87 H -2.33 0.42 -1.17  C81 1.091
88 H -2.43 -0.41 0.47  C81 1.092
89 H -1.75 -1.17 -0.89  C81 1.093
90 H 0.50 -0.79 -1.23  O82 0.966

=====

Entry 3
This record from the Open Molecules 2025 dataset describes a 10-piece molecular cluster, C20H60O10 overall. The level of theory is the ωB97M-V functional and the def2-TZVPD basis.

Summary:
SMILES   CCO.CCO.CCO.CCO.CCO.CCO.CCO.CCO.CCO.CCO
Multiplicity   1
Lowest unoccupied orbital energy   0.0150 hartree
Molar mass   460.69 g/mol
HOMO-LUMO gap   10.2 eV

Bonds (Å) are listed after each position.
Element x y z (Å)
1 C -1.26 -0.02 5.96  C2 1.545, H4 1.090, H5 1.090, H6 1.090
2 C 0.21 -0.18 6.43  C1 1.545, O3 1.357, H7 1.090, H8 1.090
3 O 0.38 0.64 7.50  C2 1.357, H9 0.960
4 H -1.30 0.88 5.35  C1 1.090
5 H -2.05 0.26 6.66  C1 1.090
6 H -1.60 -0.78 5.26  C1 1.090
7 H 0.89 0.16 5.65  C2 1.090
8 H 0.46 -1.17 6.81  C2 1.090
9 H 1.33 0.58 7.62  O3 0.960
10 C 0.73 -4.11 2.59  C11 1.509, H13 1.090, H14 1.090, H15 1.090
11 C -0.41 -4.05 1.61  C10 1.509, O12 1.377, H16 1.090, H17 1.090
12 O -0.05 -3.39 0.46  C11 1.377, H18 0.960
13 H 1.67 -4.44 2.14  C10 1.090
14 H 0.46 -4.76 3.42  C10 1.090
15 H 1.00 -3.20 3.13  C10 1.090
16 H -1.26 -3.51 2.03  C11 1.090
17 H -0.70 -5.06 1.31  C11 1.090
18 H 0.30 -4.00 -0.19  O12 0.960
19 C -2.29 3.06 2.59  C20 1.502, H22 1.090, H23 1.090, H24 1.090
20 C -3.37 2.17 3.13  C19 1.502, O21 1.370, H25 1.090, H26 1.090
21 O -3.16 0.88 2.72  C20 1.370, H27 0.960
22 H -2.33 3.18 1.51  C19 1.090
23 H -1.41 2.58 3.01  C19 1.090
24 H -2.24 4.05 3.04  C19 1.090
25 H -4.29 2.57 2.70  C20 1.090
26 H -3.39 2.14 4.22  C20 1.090
27 H -2.41 0.64 3.27  O21 0.960
28 C 0.25 -2.15 -3.19  C29 1.524, H31 1.090, H32 1.090, H33 1.090
29 C 0.07 -0.90 -4.05  C28 1.524, O30 1.426, H34 1.090, H35 1.090
30 O 0.64 -1.17 -5.33  C29 1.426, H36 0.960
31 H 0.02 -1.90 -2.16  C28 1.090
32 H 1.31 -2.40 -3.12  C28 1.090
33 H -0.27 -3.04 -3.54  C28 1.090
34 H 0.59 -0.13 -3.49  C29 1.090
35 H -0.97 -0.60 -4.05  C29 1.090
36 H 0.94 -0.33 -5.69  O30 0.960
37 C 5.21 -0.46 -1.56  C38 1.422, H40 1.090, H41 1.090, H42 1.090
38 C 5.27 0.16 -2.84  C37 1.422, O39 1.461, H43 1.090, H44 1.090
39 O 4.55 1.42 -2.93  C38 1.461, H45 0.960
40 H 5.94 0.05 -0.93  C37 1.090
41 H 5.49 -1.51 -1.58  C37 1.090
42 H 4.26 -0.40 -1.02  C37 1.090
43 H 4.75 -0.60 -3.42  C38 1.090
44 H 6.29 0.42 -3.13  C38 1.090
45 H 4.51 1.84 -2.06  O39 0.960
46 C 4.45 2.40 1.20  C47 1.504, H49 1.090, H50 1.090, H51 1.090
47 C 5.34 3.45 0.59  C46 1.504, O48 1.403, H52 1.090, H53 1.090
48 O 5.33 3.28 -0.81  C47 1.403, H54 0.960
49 H 3.42 2.53 0.84  C46 1.090
50 H 4.52 2.55 2.27  C46 1.090
51 H 4.66 1.39 0.84  C46 1.090
52 H 6.41 3.39 0.80  C47 1.090
53 H 4.99 4.43 0.88  C47 1.090
54 H 5.92 3.93 -1.19  O48 0.960
55 C -4.52 0.62 -1.26  C56 1.559, H58 1.090, H59 1.090, H60 1.090
56 C -5.49 1.19 -0.19  C55 1.559, O57 1.451, H61 1.090, H62 1.090
57 O -5.49 0.22 0.88  C56 1.451, H63 0.960
58 H -3.53 1.05 -1.12  C55 1.090
59 H -4.79 0.87 -2.29  C55 1.090
60 H -4.60 -0.47 -1.23  C55 1.090
61 H -6.50 1.34 -0.56  C56 1.090
62 H -5.15 2.15 0.22  C56 1.090
63 H -4.69 0.37 1.39  O57 0.960
64 C -4.51 -3.17 0.51  C65 1.503, H67 1.090, H68 1.090, H69 1.090
65 C -4.34 -4.03 -0.71  C64 1.503, O66 1.416, H70 1.090, H71 1.090
66 O -4.89 -5.33 -0.57  C65 1.416, H72 0.960
67 H -3.95 -2.23 0.44  C64 1.090
68 H -3.96 -3.59 1.35  C64 1.090
69 H -5.55 -3.05 0.82  C64 1.090
70 H -3.25 -3.99 -0.69  C65 1.090
71 H -4.69 -3.55 -1.62  C65 1.090
72 H -4.68 -5.74 -1.42  O66 0.960
73 C 0.01 1.15 0.07  C74 1.487, H76 1.090, H77 1.090, H78 1.090
74 C -0.96 0.05 0.32  C73 1.487, O75 1.370, H79 1.090, H80 1.090
75 O -0.58 -0.54 1.49  C74 1.370, H81 0.960
76 H 1.03 0.76 0.05  C73 1.090
77 H -0.04 1.90 0.86  C73 1.090
78 H -0.20 1.64 -0.87  C73 1.090
79 H -0.99 -0.64 -0.52  C74 1.090
80 H -1.99 0.43 0.38  C74 1.090
81 H -0.22 -1.40 1.28  O75 0.960
82 C 2.21 3.37 -5.06  C83 1.559, H85 1.090, H86 1.090, H87 1.090
83 C 2.50 1.84 -5.19  C82 1.559, O84 1.378, H88 1.090, H89 1.090
84 O 1.86 1.45 -6.35  C83 1.378, H90 0.960
85 H 2.57 3.78 -4.11  C82 1.090
86 H 1.15 3.58 -5.21  C82 1.090
87 H 2.77 3.94 -5.80  C82 1.090
88 H 2.07 1.35 -4.32  C83 1.090
89 H 3.58 1.76 -5.29  C83 1.090
90 H 1.97 2.19 -6.94  O84 0.960

=====

Entry 4
This record from the Open Molecules 2025 dataset describes a 10-piece molecular cluster, C20H60O10 overall. The level of theory is the ωB97M-V functional and the def2-TZVPD basis.

Summary:
SMILES   CCO.CCO.CCO.CCO.CCO.CCO.CCO.CCO.CCO.CCO
Multiplicity   1
Lowest unoccupied orbital energy   0.0110 hartree
Molar mass   460.69 g/mol
HOMO-LUMO gap   9.8 eV

Bonds (Å) are listed after each position.
Element x y z (Å)
1 C -2.71 3.77 -0.32  C2 1.530, H4 1.096, H5 1.091, H6 1.089
2 C -3.35 2.81 -1.32  C1 1.530, O3 1.437, H7 1.090, H8 1.093
3 O -3.25 1.44 -0.90  C2 1.437, H9 0.962
4 H -3.01 4.78 -0.63  C1 1.096
5 H -1.62 3.80 -0.39  C1 1.091
6 H -3.02 3.58 0.70  C1 1.089
7 H -2.84 2.93 -2.28  C2 1.090
8 H -4.39 3.11 -1.43  C2 1.093
9 H -4.03 1.30 -0.35  O3 0.962
10 C 0.15 -2.23 -3.64  C11 1.522, H13 1.089, H14 1.096, H15 1.089
11 C -1.07 -2.76 -2.90  C10 1.522, O12 1.439, H16 1.092, H17 1.094
12 O -2.10 -3.26 -3.77  C11 1.439, H18 0.960
13 H 0.78 -3.02 -4.05  C10 1.089
14 H 0.69 -1.66 -2.88  C10 1.096
15 H -0.14 -1.55 -4.44  C10 1.089
16 H -1.51 -1.94 -2.32  C11 1.092
17 H -0.81 -3.56 -2.20  C11 1.094
18 H -1.85 -4.12 -4.11  O12 0.960
19 C -0.11 0.82 0.93  C20 1.521, H22 1.094, H23 1.088, H24 1.094
20 C -0.60 -0.32 0.05  C19 1.521, O21 1.429, H25 1.098, H26 1.089
21 O -0.85 0.09 -1.30  C20 1.429, H27 0.981
22 H -0.02 0.44 1.95  C19 1.094
23 H -0.73 1.70 0.85  C19 1.088
24 H 0.90 1.17 0.67  C19 1.094
25 H -1.57 -0.66 0.42  C20 1.098
26 H 0.07 -1.17 0.09  C20 1.089
27 H -1.65 0.64 -1.30  O21 0.981
28 C -1.10 3.96 3.60  C29 1.526, H31 1.093, H32 1.091, H33 1.091
29 C -0.92 4.20 5.10  C28 1.526, O30 1.434, H34 1.089, H35 1.091
30 O 0.38 3.76 5.50  C29 1.434, H36 0.960
31 H -2.11 4.25 3.30  C28 1.093
32 H -0.97 2.91 3.35  C28 1.091
33 H -0.36 4.52 3.03  C28 1.091
34 H -1.67 3.63 5.64  C29 1.089
35 H -1.03 5.26 5.36  C29 1.091
36 H 0.99 4.50 5.47  O30 0.960
37 C 2.98 -1.14 -0.82  C38 1.521, H40 1.093, H41 1.088, H42 1.092
38 C 3.37 -2.14 0.25  C37 1.521, O39 1.408, H43 1.099, H44 1.099
39 O 3.66 -3.34 -0.41  C38 1.408, H45 0.961
40 H 2.08 -1.46 -1.35  C37 1.093
41 H 3.75 -1.00 -1.57  C37 1.088
42 H 2.73 -0.17 -0.38  C37 1.092
43 H 2.57 -2.24 0.99  C38 1.099
44 H 4.20 -1.74 0.86  C38 1.099
45 H 3.98 -4.04 0.17  O39 0.961
46 C 1.04 -3.27 4.09  C47 1.512, H49 1.090, H50 1.086, H51 1.091
47 C 1.47 -1.84 3.88  C46 1.512, O48 1.413, H52 1.101, H53 1.103
48 O 0.80 -0.99 4.79  C47 1.413, H54 0.974
49 H 0.05 -3.42 3.66  C46 1.090
50 H 1.06 -3.53 5.14  C46 1.086
51 H 1.72 -3.93 3.54  C46 1.091
52 H 1.33 -1.46 2.85  C47 1.101
53 H 2.56 -1.73 4.00  C47 1.103
54 H 1.10 -0.07 4.65  O48 0.974
55 C 3.33 1.23 2.58  C56 1.516, H58 1.092, H59 1.088, H60 1.090
56 C 2.72 2.24 3.53  C55 1.516, O57 1.420, H61 1.095, H62 1.095
57 O 1.92 1.57 4.49  C56 1.420, H63 0.972
58 H 3.95 1.78 1.87  C55 1.092
59 H 2.54 0.70 2.05  C55 1.088
60 H 3.98 0.51 3.08  C55 1.090
61 H 2.15 2.97 2.95  C56 1.095
62 H 3.51 2.79 4.06  C56 1.095
63 H 1.54 2.23 5.10  O57 0.972
64 C 1.49 3.07 -4.16  C65 1.514, H67 1.092, H68 1.091, H69 1.089
65 C 0.56 2.24 -3.30  C64 1.514, O66 1.403, H70 1.099, H71 1.100
66 O 1.25 1.73 -2.19  C65 1.403, H72 0.979
67 H 0.93 3.51 -4.99  C64 1.092
68 H 2.26 2.45 -4.63  C64 1.091
69 H 1.99 3.85 -3.59  C64 1.089
70 H 0.15 1.42 -3.92  C65 1.099
71 H -0.32 2.83 -3.02  C65 1.100
72 H 0.68 1.06 -1.76  O66 0.979
73 C -4.67 1.10 -4.31  C74 1.513, H76 1.094, H77 1.091, H78 1.088
74 C -3.53 0.20 -3.88  C73 1.513, O75 1.414, H79 1.095, H80 1.101
75 O -3.46 -0.90 -4.77  C74 1.414, H81 0.966
76 H -4.88 1.84 -3.53  C73 1.094
77 H -5.58 0.50 -4.38  C73 1.091
78 H -4.53 1.62 -5.25  C73 1.088
79 H -3.66 -0.16 -2.86  C74 1.095
80 H -2.57 0.73 -3.85  C74 1.101
81 H -2.98 -1.62 -4.35  O75 0.966
82 C 0.81 -4.39 0.48  C83 1.527, H85 1.088, H86 1.087, H87 1.090
83 C 0.82 -5.52 -0.55  C82 1.527, O84 1.424, H88 1.094, H89 1.098
84 O 0.48 -6.75 0.09  C83 1.424, H90 0.958
85 H 1.59 -4.53 1.21  C82 1.088
86 H -0.19 -4.37 0.91  C82 1.087
87 H 1.02 -3.47 -0.06  C82 1.090
88 H 1.76 -5.58 -1.12  C83 1.094
89 H 0.06 -5.27 -1.30  C83 1.098
90 H -0.12 -7.24 -0.47  O84 0.958

=====

The structure shown above that is most stable: entry 1.